DFT (ωB97M-V with the def2-TZVPD basis set) results for a cluster of 10 separate species, C18H56N8O10 in total in a non-equilibrium geometry.

HOMO level	-8.74	eV
energy above the lowest of the compared OMol25 structures with the same formula, charge and spin	191.2	kcal per mole
structure (SMILES)	NC(N)=O.NC(N)=O.NC(N)=O.NC(N)=O.CC(C)O.CC(C)O.CC(C)O.CC(C)O.CO.CO
orbital gap	8.388	eV

Last columns: bonded neighbours and bond lengths (Å).
Geometry (Å):
1 N 11.65399 -12.08855 -2.73002  C2 1.284, H5 1.077, H6 1.033
2 C 11.80336 -12.85950 -3.74625  N1 1.284, N3 1.299, O4 1.355
3 N 10.89722 -13.78135 -3.87145  C2 1.299, H7 1.030, H8 1.042
4 O 12.87162 -12.66770 -4.55788  C2 1.355
5 H 12.40736 -11.32895 -2.60499  N1 1.077
6 H 10.97054 -12.19561 -1.96350  N1 1.033
7 H 10.94762 -14.36163 -4.72119  N3 1.030
8 H 10.05806 -13.88394 -3.26216  N3 1.042
9 N 18.93639 -12.21429 -3.43046  C10 1.306, H13 1.023, H14 1.004
10 C 18.64216 -13.29939 -4.09580  N9 1.306, N11 1.282, O12 1.303
11 N 17.70233 -13.96340 -3.53152  C10 1.282, H15 1.022, H16 1.027
12 O 19.14947 -13.64394 -5.24556  C10 1.303
13 H 19.83362 -11.82640 -3.73087  N9 1.023
14 H 18.57410 -11.98170 -2.52344  N9 1.004
15 H 17.42356 -14.80012 -4.04809  N11 1.022
16 H 17.16444 -13.56869 -2.75121  N11 1.027
17 N 12.99560 -13.31414 3.30910  C18 1.274, H21 1.043, H22 1.033
18 C 14.23653 -13.34712 3.02399  N17 1.274, N19 1.275, O20 1.396
19 N 14.37729 -13.65419 1.79443  C18 1.275, H23 0.966, H24 1.025
20 O 15.26126 -13.17001 3.95571  C18 1.396
21 H 12.77918 -13.29254 4.32932  N17 1.043
22 H 12.37274 -13.73320 2.59978  N17 1.033
23 H 15.24236 -13.74655 1.37534  N19 0.966
24 H 13.66774 -14.01325 1.14791  N19 1.025
25 N 14.04254 -10.43437 -3.90262  C26 1.276, H29 1.029, H30 1.052
26 C 13.58323 -9.28972 -3.57738  N25 1.276, N27 1.325, O28 1.379
27 N 12.27331 -9.31344 -3.38182  C26 1.325, H31 1.047, H32 1.070
28 O 14.27513 -8.10524 -3.43635  C26 1.379
29 H 15.06905 -10.49996 -3.91253  N25 1.029
30 H 13.53557 -11.31254 -4.18284  N25 1.052
31 H 11.88457 -8.42106 -2.99549  N27 1.047
32 H 11.61861 -10.15938 -3.39836  N27 1.070
33 C 11.98939 -14.38995 -0.41918  C34 1.458, H37 1.097, H38 1.087, H39 1.092
34 C 12.55797 -15.73231 -0.38981  C33 1.458, C35 1.540, O36 1.269, H40 1.110
35 C 13.70760 -15.85643 -1.40690  C34 1.540, H41 1.103, H42 1.113, H43 1.061
36 O 13.16346 -15.87918 0.71618  C34 1.269, H44 0.977
37 H 11.13941 -14.27746 0.26580  C33 1.097
38 H 11.48918 -14.30969 -1.38096  C33 1.087
39 H 12.52948 -13.44986 -0.28941  C33 1.092
40 H 11.72956 -16.46931 -0.44867  C34 1.110
41 H 13.22347 -15.72425 -2.38874  C35 1.103
42 H 14.19914 -16.83932 -1.23018  C35 1.113
43 H 14.45829 -15.10662 -1.40167  C35 1.061
44 H 13.42179 -16.81637 0.81489  O36 0.977
45 C 13.97766 -9.73636 -0.06848  C46 1.514, H49 1.101, H50 1.060, H51 1.056
46 C 15.39584 -9.58907 0.43939  C45 1.514, C47 1.538, O48 1.249, H52 1.071
47 C 15.94417 -10.78187 1.24013  C46 1.538, H53 1.094, H54 1.051, H55 1.091
48 O 16.23807 -9.42663 -0.46886  C46 1.249, H56 0.930
49 H 13.88328 -9.92493 -1.14904  C45 1.101
50 H 13.28696 -8.98299 0.21086  C45 1.060
51 H 13.44793 -10.55211 0.34148  C45 1.056
52 H 15.25887 -8.71291 1.04053  C46 1.071
53 H 16.92756 -10.57673 1.67406  C47 1.094
54 H 15.90813 -11.65505 0.65571  C47 1.051
55 H 15.27867 -10.89389 2.09707  C47 1.091
56 H 15.96593 -8.62896 -0.86131  O48 0.930
57 C 16.89453 -15.78127 0.51480  C58 1.560, H61 1.112, H62 1.110, H63 1.112
58 C 17.49003 -14.77011 1.54242  C57 1.560, C59 1.527, O60 1.276, H64 1.057
59 C 19.01718 -14.74766 1.54711  C58 1.527, H65 1.066, H66 1.126, H67 1.113
60 O 17.14973 -13.56944 1.27544  C58 1.276, H68 0.993
61 H 15.79923 -15.59211 0.50047  C57 1.112
62 H 16.92813 -16.82997 0.87823  C57 1.110
63 H 17.44340 -15.76681 -0.45172  C57 1.112
64 H 17.17694 -14.98821 2.52799  C58 1.057
65 H 19.43013 -13.78896 1.76326  C59 1.066
66 H 19.37600 -14.79639 0.48068  C59 1.126
67 H 19.51946 -15.48859 2.20880  C59 1.113
68 H 17.53200 -12.95542 1.95544  O60 0.993
69 C 18.13505 -10.84484 -6.29464  C70 1.497, H73 1.069, H74 1.113, H75 1.028
70 C 16.85694 -10.79364 -5.51614  C69 1.497, C71 1.494, O72 1.258, H76 1.079
71 C 16.07456 -12.02234 -5.84883  C70 1.494, H77 1.176, H78 1.067, H79 1.088
72 O 16.86834 -10.69621 -4.26217  C70 1.258, H80 0.977
73 H 18.92267 -11.25400 -5.69842  C69 1.069
74 H 18.54113 -9.81264 -6.38765  C69 1.113
75 H 18.13562 -11.14027 -7.27918  C69 1.028
76 H 16.23295 -9.99580 -5.88701  C70 1.079
77 H 15.64922 -11.86798 -6.93426  C71 1.176
78 H 15.18407 -12.16232 -5.27735  C71 1.067
79 H 16.69433 -12.91669 -5.84430  C71 1.088
80 H 17.43547 -11.44980 -4.00564  O72 0.977
81 C 15.10006 -12.64161 -1.81964  O82 1.434, H83 1.099, H84 1.158, H85 1.063
82 O 16.16850 -13.48879 -1.37562  C81 1.434, H86 0.960
83 H 14.25196 -13.11853 -2.33096  C81 1.099
84 H 15.51528 -11.78314 -2.47609  C81 1.158
85 H 14.54032 -12.35162 -0.96335  C81 1.063
86 H 16.55898 -13.08844 -0.59524  O82 0.960
87 C 19.51292 -11.38808 -0.68585  O88 1.394, H89 1.062, H90 1.102, H91 1.068
88 O 18.14330 -11.41770 -0.94495  C87 1.394, H92 0.993
89 H 19.94668 -10.48199 -1.03074  C87 1.062
90 H 20.11702 -12.26295 -0.97397  C87 1.102
91 H 19.68832 -11.41880 0.36676  C87 1.068
92 H 17.73245 -10.76035 -0.32487  O88 0.993

Atomic partial charges in e from the Mulliken method, atoms 1 to 8: N -0.41; C 0.66; N -0.30; O -0.79; H -0.21; H 0.24; H 0.29; H 0.25